Record 1
C43H36N4PS5Tc | ωB97M-V/def2-TZVPD

Values from the calculation:
HOMO energy (spin up / spin down)	-0.335 / -0.368	Ha
2S+1	4
gap between HOMO and LUMO (spin up / spin down)	6.50 / 6.64	eV
total charge	+1

Each line ends with the Mulliken spin population.
Geometry (Å):
Tc  -0.51  1.03  0.01  1.55
S  -0.60  3.47  0.35  0.25
C  -0.49  3.66  2.10  0.01
C  -0.44  4.95  2.64  0.03
C  -0.29  5.14  4.00  -0.02
C  -0.19  4.06  4.87  0.04
C  -0.27  2.77  4.36  -0.02
C  -0.43  2.58  2.98  0.05
S  -0.63  0.92  2.39  0.01
C  -2.47  0.81  2.48  0.02
C  -3.07  0.07  1.32  0.05
C  -4.21  -0.69  1.46  -0.02
C  -4.79  -1.24  0.33  0.01
C  -4.21  -1.02  -0.90  -0.01
C  -3.04  -0.28  -0.97  0.05
C  -2.31  -0.10  -2.27  -0.02
S  -1.26  1.38  -2.31  0.02
C  -2.47  2.65  -2.67  0.06
C  -2.58  2.85  -4.05  0.00
C  -3.50  3.73  -4.58  0.03
C  -4.31  4.45  -3.71  -0.02
C  -4.18  4.28  -2.34  0.02
C  -3.28  3.37  -1.77  -0.05
S  -3.31  3.25  -0.01  0.66
N  -2.49  0.25  0.13  -0.12
H  -0.50  5.80  1.97  0.00
H  -0.24  6.15  4.40  0.00
H  -0.06  4.21  5.93  0.00
H  -0.20  1.91  5.01  0.00
H  -2.82  1.84  2.45  -0.01
H  -2.76  0.36  3.43  0.00
H  -4.65  -0.83  2.44  0.00
H  -5.70  -1.83  0.41  0.00
H  -4.63  -1.42  -1.81  0.00
H  -3.00  -0.07  -3.11  0.00
H  -1.62  -0.94  -2.40  0.00
H  -1.93  2.30  -4.71  0.00
H  -3.57  3.87  -5.65  0.00
H  -5.03  5.16  -4.09  0.00
H  -4.79  4.87  -1.67  0.00
N  6.27  3.10  -1.01  0.00
C  5.87  1.90  -0.56  0.00
S  6.88  0.64  -0.26  0.00
C  4.38  1.79  -0.38  0.00
C  3.50  2.41  -1.25  -0.01
C  2.14  2.24  -1.08  0.01
N  1.62  1.50  -0.10  -0.05
C  2.47  0.91  0.75  0.03
C  3.85  1.03  0.65  0.00
H  7.25  3.25  -1.15  0.00
H  5.65  3.89  -1.04  0.00
H  3.85  3.00  -2.09  0.00
H  1.43  2.71  -1.75  0.01
H  2.04  0.31  1.54  0.00
H  4.50  0.52  1.34  0.00
N  -0.02  -0.79  -0.36  0.32
P  0.59  -2.19  -0.12  0.00
C  0.75  -2.57  1.64  0.03
C  -0.42  -2.59  2.40  0.00
C  -0.36  -2.77  3.78  0.00
C  0.87  -2.91  4.41  0.00
C  2.04  -2.88  3.66  0.00
C  1.98  -2.72  2.28  0.00
C  2.21  -2.43  -0.87  0.00
C  2.80  -1.37  -1.57  0.04
C  4.04  -1.54  -2.17  0.00
C  4.69  -2.75  -2.09  0.00
C  4.11  -3.82  -1.41  0.00
C  2.87  -3.66  -0.81  0.00
C  -0.41  -3.51  -0.87  0.02
C  -0.57  -3.47  -2.26  0.00
C  -1.37  -4.39  -2.90  0.00
C  -2.02  -5.38  -2.17  0.00
C  -1.85  -5.45  -0.80  0.00
C  -1.04  -4.51  -0.14  0.00
H  -1.38  -2.46  1.92  -0.01
H  -1.28  -2.79  4.36  0.00
H  0.92  -3.04  5.48  0.00
H  3.00  -2.98  4.15  0.00
H  2.90  -2.70  1.71  0.00
H  2.27  -0.42  -1.63  0.00
H  4.50  -0.71  -2.71  0.00
H  5.67  -2.88  -2.55  0.00
H  4.62  -4.77  -1.35  0.00
H  2.41  -4.50  -0.29  0.00
H  -0.04  -2.72  -2.84  -0.01
H  -1.48  -4.35  -3.98  0.00
H  -2.64  -6.11  -2.67  0.00
H  -2.33  -6.23  -0.23  0.00
H  -0.91  -4.59  0.93  0.00

Record 2
C2H7S2 | ωB97M-V/def2-TZVPD

Values from the calculation:
HOMO energy	-0.094	Ha
gap between HOMO and LUMO	5.64	eV
total charge	-1

Each line ends with the Löwdin charge.
Geometry (Å):
S  0.83  2.77  -1.79  -0.42
H  0.40  3.32  -0.65  -0.52
C  1.27  -1.73  0.95  -0.19
C  -0.02  -1.37  0.20  -0.60
S  -1.50  -1.38  1.27  0.63
H  1.23  -1.29  1.94  0.05
H  1.47  -2.80  1.02  0.06
H  2.11  -1.25  0.44  0.07
H  -0.22  -2.11  -0.58  0.05
H  0.08  -0.37  -0.18  0.04
H  -1.61  -0.07  1.42  -0.16

Record 3
C23H16BaBrF6N4OPSe3Te | ωB97M-V/def2-TZVPD

Values from the calculation:
HOMO energy (spin up / spin down)	-0.150 / -0.146	Ha
2S+1	2
gap between HOMO and LUMO (spin up / spin down)	5.91 / 4.89	eV
total charge	-1

Each line ends with the Mulliken spin population.
Geometry (Å):
Ba  0.67  0.59  0.28  0.04
C  -2.40  -1.87  3.45  0.03
C  -1.86  -0.87  2.61  -0.02
N  -1.19  -1.14  1.52  0.00
C  -1.03  -2.43  1.12  0.01
C  -1.57  -3.50  1.88  0.02
C  -2.25  -3.17  3.07  -0.01
C  -1.43  -4.84  1.44  0.00
C  -0.81  -5.07  0.25  0.00
C  -0.26  -4.04  -0.53  0.00
C  -0.30  -2.71  -0.13  -0.01
N  0.17  -1.64  -0.84  0.00
C  0.89  -1.67  -2.01  0.00
C  1.74  -2.67  -2.45  0.00
C  2.34  -2.64  -3.71  0.00
C  2.13  -1.62  -4.60  0.00
C  1.34  -0.52  -4.18  0.00
C  1.11  0.60  -5.01  0.00
C  0.40  1.67  -4.56  0.00
C  -0.05  1.65  -3.22  0.00
N  0.14  0.62  -2.44  0.00
C  0.78  -0.50  -2.89  0.00
H  -2.90  -1.59  4.36  0.01
H  -1.96  0.18  2.88  -0.01
H  -2.64  -3.97  3.68  0.00
H  -1.83  -5.64  2.05  0.00
H  -0.72  -6.09  -0.12  0.00
H  0.18  -4.31  -1.47  0.00
H  1.98  -3.49  -1.78  0.00
H  2.99  -3.47  -4.00  0.00
H  2.56  -1.62  -5.59  0.00
H  1.52  0.59  -6.01  0.00
H  0.21  2.53  -5.18  0.00
H  -0.55  2.51  -2.80  0.00
Se  2.79  -1.32  2.09  0.18
Se  1.66  -2.64  3.56  0.27
Te  0.75  -1.02  5.29  0.34
Se  1.01  1.07  4.16  0.16
O  -3.62  5.71  2.75  0.00
C  -2.85  4.69  2.30  0.00
C  -1.65  4.33  2.90  0.01
C  -0.94  3.27  2.35  0.00
N  -1.36  2.58  1.29  0.00
C  -2.50  2.95  0.75  0.00
Br  -3.07  1.92  -0.74  0.00
C  -3.31  3.99  1.19  0.00
H  -3.20  6.11  3.52  0.00
H  -1.27  4.85  3.77  0.00
H  -0.01  2.96  2.79  0.00
H  -4.24  4.24  0.71  0.00
F  2.97  0.81  -0.86  0.00
P  3.54  2.38  -0.55  0.00
F  4.83  2.06  -1.42  0.00
F  2.71  2.85  -1.85  0.00
F  2.12  2.68  0.35  0.00
F  4.01  3.87  -0.24  0.00
F  4.19  1.82  0.79  0.00

Record 4
C18H36NO21Tl | ωB97M-V/def2-TZVPD

Values from the calculation:
HOMO energy	-0.564	Ha
gap between HOMO and LUMO	2.15	eV
total charge	+2

Each line ends with the Löwdin charge.
Geometry (Å):
Tl  19.61  5.36  -13.69  1.15
N  21.59  3.69  -11.15  -0.54
O  22.21  2.92  -10.44  0.22
O  20.58  4.26  -10.74  0.14
O  21.90  3.89  -12.34  0.10
C  15.92  7.83  -11.34  -0.02
O  16.10  6.87  -10.30  0.03
C  16.84  5.82  -10.58  -0.63
O  17.60  5.70  -11.53  -0.04
O  16.66  4.92  -9.64  0.04
C  17.41  3.72  -9.73  -0.01
H  15.53  8.73  -10.86  0.11
H  15.16  7.48  -12.04  0.11
H  16.86  8.07  -11.83  0.09
H  18.47  3.94  -9.62  0.08
H  17.20  3.19  -10.66  0.11
H  17.12  3.11  -8.88  0.11
C  23.61  5.95  -9.93  -0.05
O  24.42  7.07  -9.75  0.06
C  25.19  7.47  -10.75  -0.60
O  25.23  6.95  -11.84  0.16
O  25.89  8.49  -10.34  0.06
C  26.83  9.06  -11.29  0.02
H  24.20  5.03  -10.07  0.11
H  22.97  6.02  -10.82  0.08
H  22.97  5.80  -9.06  0.10
H  26.30  9.55  -12.10  0.10
H  27.52  8.30  -11.65  0.11
H  27.38  9.81  -10.74  0.11
C  22.38  7.76  -16.74  -0.01
O  23.50  7.04  -16.25  0.06
C  23.32  6.32  -15.17  -0.60
O  22.27  6.21  -14.58  -0.01
O  24.47  5.75  -14.86  0.07
C  24.50  4.77  -13.84  -0.03
H  22.11  8.58  -16.07  0.10
H  21.49  7.13  -16.83  0.10
H  22.65  8.16  -17.71  0.11
H  25.55  4.52  -13.72  0.11
H  23.99  3.85  -14.15  0.11
H  24.13  5.13  -12.88  0.07
C  19.93  7.29  -9.51  0.01
O  20.84  8.27  -10.03  0.05
C  21.25  8.12  -11.26  -0.61
O  20.97  7.19  -12.02  -0.02
O  22.01  9.14  -11.59  0.05
C  22.64  9.10  -12.87  0.00
H  20.27  6.28  -9.72  0.07
H  18.94  7.45  -9.93  0.10
H  19.90  7.46  -8.43  0.11
H  23.24  10.00  -12.95  0.11
H  21.91  9.06  -13.67  0.09
H  23.31  8.24  -12.94  0.08
C  24.74  1.34  -11.11  -0.03
O  25.95  0.83  -11.64  0.07
C  26.04  0.87  -12.98  -0.58
O  25.19  1.37  -13.68  0.17
O  27.15  0.28  -13.36  0.06
C  27.54  0.46  -14.72  0.01
H  24.43  2.26  -11.59  0.08
H  24.89  1.40  -10.04  0.10
H  23.97  0.56  -11.23  0.13
H  26.81  0.00  -15.39  0.11
H  28.46  -0.10  -14.84  0.11
H  27.68  1.51  -14.95  0.11
C  26.87  3.47  -4.12  0.00
O  25.65  2.89  -4.61  0.06
C  25.23  3.29  -5.78  -0.60
O  25.83  4.01  -6.55  0.18
O  24.03  2.77  -6.03  0.05
C  23.46  3.11  -7.27  -0.04
H  27.60  3.60  -4.91  0.10
H  27.28  2.76  -3.40  0.10
H  26.67  4.41  -3.61  0.11
H  22.43  2.78  -7.25  0.11
H  23.94  2.56  -8.09  0.08
H  23.56  4.17  -7.48  0.08

Record 5
C2H14N2O3 | ωB97M-V/def2-TZVPD

Values from the calculation:
structure (SMILES)	NCCN.O.O.O
HOMO energy	-0.371	Ha
gap between HOMO and LUMO	10.58	eV

Each line ends with the Löwdin charge.
Geometry (Å):
N  0.33  1.37  -1.32  -0.02
C  -0.23  1.40  0.16  -0.22
C  -0.49  -0.01  0.64  -0.27
N  -1.89  -0.29  1.24  -0.01
H  1.01  2.14  -1.41  0.07
H  -0.45  1.56  -1.93  0.06
H  -1.02  2.11  0.37  0.10
H  0.76  1.58  0.63  0.11
H  -0.23  -0.66  -0.26  0.10
H  0.23  -0.28  1.46  0.11
H  -2.62  -0.10  0.52  0.07
H  -1.97  -1.29  1.26  0.05
O  -0.68  1.80  3.44  -0.10
H  -1.14  1.41  2.62  0.02
H  0.00  1.13  3.26  0.02
O  1.61  -3.14  -0.42  -0.11
H  1.36  -2.37  -1.04  0.02
H  2.54  -3.31  -0.61  0.01
O  1.04  -1.27  -2.59  -0.04
H  1.15  -1.44  -3.47  0.00
H  0.67  -0.37  -2.53  0.02

Record 6
C4H8O2 | ωB97M-V/def2-TZVPD

Values from the calculation:
structure (SMILES)	C=C(C)C=O.O
HOMO energy	-0.373	Ha
gap between HOMO and LUMO	10.31	eV

Each line ends with the Löwdin charge.
Geometry (Å):
C  -0.78  0.27  -0.95  0.05
C  0.41  -0.04  -0.41  -0.35
C  1.32  0.93  0.28  -0.05
C  0.87  -1.44  -0.56  -0.24
O  1.94  -1.84  -0.16  0.05
H  -1.19  1.28  -0.90  0.09
H  -1.39  -0.47  -1.46  0.08
H  1.91  0.42  1.05  0.08
H  0.76  1.75  0.74  0.08
H  2.03  1.36  -0.44  0.09
H  0.15  -2.12  -1.08  0.13
O  -2.33  -0.27  1.26  -0.06
H  -1.40  -0.49  1.13  0.01
H  -2.30  0.67  1.49  0.04

The energy relative to the best compared isomer or geometry (same formula, charge and spin) results, record by record, are as follows: 0.0, 38.5, 53.6, 0.0, 176.5, 153.4 kJ/mol.